[1]
C45H54BBrI2N9OS3Y | wB97M-V/def2-TZVPD

XYZ file:
```
117
Properties=species:S:1:pos:R:3
Y 1.68 0.26 -1.95
C 2.15 2.48 3.10
C 1.45 1.20 2.79
C 1.37 0.15 3.67
C 0.64 -1.02 3.32
N 0.03 -1.11 2.17
N 0.10 -0.09 1.30
B -0.88 -0.13 0.22
N -1.48 -1.41 -0.19
N -2.74 -1.49 0.24
C -3.40 -2.61 0.12
C -2.83 -3.70 -0.60
C -1.55 -3.61 -1.07
C -0.90 -4.67 -1.88
C -0.81 -2.43 -0.77
S 0.84 -2.26 -1.12
C -4.76 -2.67 0.77
C -4.89 -1.53 1.80
C -5.83 -2.50 -0.32
C -4.96 -4.01 1.48
N -1.76 1.06 0.06
N -2.31 1.51 1.18
C -3.17 2.49 1.14
C -3.52 3.08 -0.10
C -2.96 2.62 -1.27
C -3.27 3.20 -2.60
C -2.02 1.56 -1.16
S -1.14 0.87 -2.44
C -3.76 2.93 2.45
C -3.34 4.38 2.73
C -5.29 2.83 2.37
C -3.24 2.03 3.57
C 0.82 1.04 1.53
S 0.90 2.18 0.28
C 0.42 -2.18 4.27
C 1.25 -2.04 5.54
C 0.78 -3.49 3.56
C -1.08 -2.18 4.63
H 2.46 2.51 4.13
H 1.47 3.31 2.90
H 3.02 2.61 2.45
H 1.86 0.23 4.62
H -3.42 -4.57 -0.81
H -1.51 -5.57 -1.91
H 0.08 -4.91 -1.48
H -0.75 -4.31 -2.90
H -4.76 -0.57 1.32
H -4.13 -1.63 2.57
H -5.87 -1.57 2.26
H -5.74 -1.52 -0.79
H -6.82 -2.57 0.13
H -5.75 -3.27 -1.08
H -4.12 -4.24 2.14
H -5.08 -4.83 0.78
H -5.86 -3.96 2.09
H -4.22 3.90 -0.12
H -4.03 3.97 -2.51
H -3.60 2.42 -3.28
H -2.36 3.64 -3.03
H -3.68 5.07 1.96
H -2.25 4.46 2.81
H -3.76 4.70 3.68
H -5.70 3.48 1.60
H -5.72 3.13 3.33
H -5.59 1.81 2.17
H -2.16 2.11 3.65
H -3.49 0.99 3.36
H -3.69 2.32 4.52
H 2.31 -1.96 5.30
H 1.11 -2.92 6.16
H 0.95 -1.18 6.13
H 1.86 -3.56 3.44
H 0.31 -3.54 2.58
H 0.45 -4.33 4.16
H -1.36 -1.26 5.12
H -1.29 -3.01 5.30
H -1.68 -2.30 3.73
I 7.40 2.75 2.87
C 5.91 1.82 1.70
C 5.50 0.52 1.99
C 4.51 -0.04 1.22
I 3.82 -1.99 1.57
C 3.86 0.64 0.17
O 2.86 0.04 -0.42
C 4.33 1.94 -0.13
C 3.74 2.79 -1.23
N 3.39 2.05 -2.46
C 4.60 1.58 -3.16
C 4.59 0.13 -3.58
C 5.60 -0.31 -4.42
C 5.72 -1.66 -4.69
C 4.82 -2.53 -4.09
C 3.81 -2.00 -3.30
N 3.68 -0.69 -3.06
C 5.33 2.50 0.64
H 5.97 -0.04 2.79
H 2.82 3.27 -0.86
H 4.46 3.59 -1.46
H 2.93 2.74 -3.07
H 4.83 2.20 -4.03
H 5.45 1.67 -2.47
H 6.29 0.41 -4.85
H 6.51 -2.02 -5.33
H 4.88 -3.59 -4.25
H 3.09 -2.66 -2.82
H 5.66 3.51 0.43
Br 0.66 -1.72 -4.44
C 1.17 -0.17 -5.43
C 1.25 -0.25 -6.81
C 1.53 0.92 -7.50
C 1.69 2.10 -6.77
C 1.62 2.04 -5.39
N 1.39 0.92 -4.71
H 1.10 -1.18 -7.32
H 1.60 0.92 -8.58
H 1.88 3.04 -7.27
H 1.73 2.94 -4.80
```

Calculated values
Gap between HOMO and LUMO in eV: 6.13
Molecular weight in g mol⁻¹: 1266.620
E_tot in Ha: -6742.16765
Total charge: +2

=====

[2]
C45H55AuBrN2P | wB97M-V/def2-TZVPD

XYZ file:
```
105
Properties=species:S:1:pos:R:3
Au 0.05 0.28 -0.96
C -4.45 0.58 3.80
C -4.07 0.81 2.33
C -4.35 2.27 1.96
C -2.64 0.37 2.11
C -1.63 1.26 1.80
C -0.29 0.86 1.84
C 0.76 1.95 1.98
C 0.66 3.04 0.91
C 0.61 2.57 3.38
C 0.05 -0.52 2.08
C -0.98 -1.45 2.35
C -2.29 -0.96 2.35
C -0.86 -2.93 2.76
C 0.50 -3.64 2.76
C -1.79 -3.84 1.93
C 1.48 -0.83 2.33
C 1.82 -0.96 3.68
C 3.11 -1.22 4.09
C 4.10 -1.40 3.13
C 3.79 -1.24 1.80
C 2.49 -0.93 1.38
P 2.28 -0.53 -0.39
C 2.52 -2.14 -1.37
C 3.67 -3.00 -0.85
C 2.70 -1.82 -2.86
C 1.21 -2.91 -1.20
C 3.65 0.74 -0.78
C 3.12 1.56 -1.97
C 3.85 1.69 0.40
C 5.02 0.16 -1.17
H -5.46 0.93 3.99
H -3.77 1.14 4.45
H -4.40 -0.47 4.08
H -4.71 0.17 1.72
H -3.82 2.94 2.64
H -5.41 2.47 2.06
H -4.06 2.49 0.94
H -1.86 2.30 1.66
H 1.74 1.49 1.93
H -0.31 3.53 0.92
H 0.82 2.61 -0.09
H 1.42 3.80 1.09
H -0.34 3.08 3.48
H 1.41 3.29 3.55
H 0.68 1.80 4.15
H -3.09 -1.64 2.60
H -1.23 -2.96 3.79
H 1.03 -3.51 1.82
H 0.33 -4.71 2.90
H 1.15 -3.32 3.57
H -1.35 -4.03 0.95
H -2.78 -3.42 1.77
H -1.91 -4.79 2.44
H 1.04 -0.84 4.42
H 3.34 -1.29 5.14
H 5.11 -1.66 3.43
H 4.58 -1.35 1.07
H 4.64 -2.50 -0.92
H 3.73 -3.89 -1.48
H 3.50 -3.32 0.17
H 3.69 -1.42 -3.09
H 1.95 -1.13 -3.22
H 2.60 -2.75 -3.42
H 0.84 -2.89 -0.17
H 1.36 -3.96 -1.48
H 0.43 -2.51 -1.86
H 2.12 1.95 -1.76
H 3.09 0.96 -2.89
H 3.78 2.41 -2.15
H 2.95 2.27 0.60
H 4.64 2.40 0.14
H 4.15 1.18 1.30
H 4.97 -0.55 -1.99
H 5.53 -0.29 -0.33
H 5.64 0.99 -1.51
Br -2.09 -1.78 -0.83
C -3.43 -0.45 -1.07
C -4.73 -0.87 -1.06
C -5.75 0.06 -1.30
C -5.44 1.37 -1.52
C -4.09 1.81 -1.54
C -3.78 3.17 -1.81
C -2.49 3.59 -1.89
C -1.44 2.67 -1.68
C -1.71 1.37 -1.36
C -3.04 0.88 -1.30
H -4.96 -1.91 -0.89
H -6.78 -0.27 -1.32
H -6.22 2.10 -1.70
H -4.60 3.86 -1.97
H -2.25 4.61 -2.13
H -0.42 3.02 -1.79
N 2.37 2.46 -6.71
C 1.60 1.80 -6.16
C 0.69 0.96 -5.45
C -0.10 0.01 -6.09
C -0.91 -0.80 -5.32
C -0.88 -0.67 -3.94
N -0.12 0.24 -3.33
C 0.63 1.05 -4.06
H -0.08 -0.08 -7.17
H -1.56 -1.55 -5.77
H -1.48 -1.31 -3.31
H 1.22 1.80 -3.55
```

Calculated values
Gap between HOMO and LUMO (alpha / beta) in eV: 5.08 / 5.08
Energy relative to the best compared isomer or geometry (same formula, charge and spin) in kJ/mol: 0.0
Molecular weight in g mol⁻¹: 931.794
E_tot in Ha: -4907.75804
Total charge: +2